[1]
Formula: C33H44N2O2S2Ti
Source: the Open Molecules 2025 dataset
Level of theory: ωB97M-V with the def2-TZVPD basis set

Atoms and positions in Å:
Ti (-0.27561, -0.16854, 0.57236)
C (2.07143, -1.23867, 3.23570)
C (1.80562, -1.21153, 1.75954)
C (2.36250, -0.23873, 0.92729)
C (2.19711, -0.27505, -0.46851)
C (2.88584, 0.72804, -1.34101)
C (1.40346, -1.28549, -1.01735)
C (0.83355, -2.28904, -0.21841)
C (0.07390, -3.43125, -0.82517)
C (1.03372, -2.22521, 1.16309)
H (2.84025, -1.98771, 3.43851)
H (1.18158, -1.52544, 3.79789)
H (2.43972, -0.28133, 3.60020)
H (2.97429, 0.54340, 1.36448)
H (3.93143, 0.43259, -1.45748)
H (2.89278, 1.72694, -0.90327)
H (2.44653, 0.77130, -2.33624)
H (1.24897, -1.32583, -2.08937)
H (0.72963, -4.30195, -0.89276)
H (-0.27075, -3.19405, -1.82923)
H (-0.78221, -3.71235, -0.21159)
H (0.60308, -2.99338, 1.79360)
O (-1.28762, 0.06679, -1.08721)
S (-2.46152, -0.07657, -2.09624)
C (-2.02214, -1.37489, -3.18754)
C (-0.99862, -1.27182, -4.12955)
C (-0.72341, -2.36717, -4.93005)
C (-1.47250, -3.53430, -4.80220)
C (-2.50338, -3.61944, -3.87741)
C (-2.78609, -2.53326, -3.06121)
C (-2.31562, 1.39149, -3.05814)
C (-3.48779, 1.87843, -3.61951)
C (-3.42039, 3.02138, -4.40621)
C (-2.20669, 3.66489, -4.59682)
C (-1.04423, 3.17471, -4.00864)
C (-1.08882, 2.02744, -3.23354)
H (-0.45165, -0.34909, -4.26558)
H (0.05534, -2.30375, -5.67811)
H (-1.26370, -4.37524, -5.45034)
H (-3.09884, -4.51934, -3.80593)
H (-3.60621, -2.57599, -2.35452)
H (-4.43517, 1.37902, -3.45723)
H (-4.32064, 3.41103, -4.86118)
H (-2.16321, 4.55832, -5.20489)
H (-0.10320, 3.68385, -4.16954)
H (-0.18691, 1.61967, -2.78974)
C (0.32278, 2.01460, 3.20094)
C (-0.72953, 2.68756, 2.33467)
C (-0.32935, 4.11430, 1.96914)
C (-2.09379, 2.68846, 3.01022)
N (-0.90821, 1.85619, 1.07951)
N (0.20808, 1.87996, 0.16886)
H (0.43883, 2.57636, 4.12769)
H (1.30772, 1.98930, 2.72463)
H (0.03668, 0.99203, 3.46552)
H (-0.32173, 4.72449, 2.87153)
H (-1.04342, 4.56330, 1.27601)
H (0.67285, 4.19211, 1.54077)
H (-2.03112, 3.24716, 3.94324)
H (-2.43610, 1.68118, 3.24335)
H (-2.84583, 3.18046, 2.38935)
H (-1.73324, 2.20474, 0.59277)
H (0.96599, 2.43689, 0.55851)
H (-0.05490, 2.27076, -0.73496)
C (0.53305, -4.22787, 7.19989)
C (-0.16576, -3.45109, 6.12744)
C (-0.56140, -4.08038, 4.93681)
C (-1.25371, -3.39450, 3.96131)
C (-1.54786, -2.04359, 4.17273)
C (-1.16399, -1.39198, 5.34248)
C (-0.47376, -2.10427, 6.31081)
S (-2.41926, -1.07426, 3.02443)
C (-3.74983, -2.11906, 2.49739)
O (-1.53499, -1.01490, 1.72487)
H (1.15720, -5.01529, 6.78095)
H (-0.20637, -4.70701, 7.84623)
H (1.14563, -3.58151, 7.82517)
H (-0.33806, -5.13037, 4.79380)
H (-1.57207, -3.91044, 3.06421)
H (-1.42328, -0.35297, 5.50747)
H (-0.18737, -1.61263, 7.23173)
H (-3.36471, -3.05489, 2.09833)
H (-4.32243, -1.57476, 1.74970)
H (-4.36570, -2.29551, 3.38024)

The value obtained for the HOMO-LUMO gap (spin up / spin down) is 8.31 / 8.49 eV. Its net charge is +3. The HOMO energy (spin up / spin down) is -16.813 / -16.863 eV. As for the spin multiplicity: 2.



[2]
Formula: C33H45BFN12O3STi
Source: the Open Molecules 2025 dataset
Level of theory: ωB97M-V with the def2-TZVPD basis set

Atoms and positions in Å:
Ti (-1.68840, 1.56266, 0.62314)
C (-4.71269, 1.45117, 2.98462)
C (-3.32346, 1.52148, 3.52671)
C (-2.91403, 1.27044, 4.84287)
C (-1.55622, 1.51668, 4.86318)
C (-0.59363, 1.43532, 6.00340)
N (-1.19408, 1.88368, 3.61997)
N (-2.27952, 1.88051, 2.78782)
B (0.09204, 2.63424, 3.20587)
N (0.97258, 1.81611, 2.22162)
N (0.58627, 1.79665, 0.91757)
C (1.66666, 1.47861, 0.20554)
C (1.69406, 1.48695, -1.29082)
C (2.75243, 1.25814, 1.06269)
C (2.26732, 1.49093, 2.33706)
C (2.98311, 1.47004, 3.64865)
N (-0.29041, 3.96207, 2.51682)
N (-1.33937, 4.07996, 1.63334)
C (-1.57168, 5.38730, 1.54472)
C (-2.74643, 6.01746, 0.85928)
C (-0.65996, 6.11530, 2.33069)
C (0.13609, 5.17490, 2.93087)
C (1.27218, 5.37508, 3.88598)
H (-5.42350, 1.31645, 3.79873)
H (-4.96647, 2.37426, 2.45905)
H (-4.79793, 0.60889, 2.29695)
H (-3.53485, 0.97628, 5.67629)
H (-1.08942, 0.98889, 6.86397)
H (0.27231, 0.82160, 5.74970)
H (-0.22508, 2.42112, 6.29269)
H (0.73367, 2.86632, 4.19442)
H (0.78328, 1.92456, -1.69492)
H (2.54224, 2.08368, -1.62837)
H (1.82403, 0.47987, -1.69995)
H (3.76623, 1.00516, 0.78382)
H (3.96477, 1.01526, 3.52320)
H (3.12100, 2.47945, 4.04004)
H (2.43052, 0.90408, 4.39887)
H (-3.57499, 5.31844, 0.76012)
H (-3.08327, 6.85645, 1.46864)
H (-2.50032, 6.40327, -0.12781)
H (-0.61208, 7.18817, 2.44899)
H (1.50984, 6.43627, 3.94192)
H (1.02468, 5.02794, 4.89068)
H (2.16732, 4.84007, 3.56179)
N (-2.65326, -0.11183, 1.23387)
N (-3.51546, 2.23869, -0.09071)
C (-3.94981, 3.15636, -0.89854)
N (-5.27572, 3.44386, -1.00924)
S (-2.89667, 4.11801, -1.88735)
H (-2.68561, -0.87640, 0.56853)
H (-2.34872, -0.50981, 2.11649)
H (-4.26722, 1.70388, 0.32738)
H (-5.95607, 2.87931, -0.53022)
H (-5.58340, 3.97792, -1.80227)
F (1.57812, -3.93192, 0.72337)
C (1.18817, -3.34887, -0.42876)
C (0.46384, -2.20038, -0.39800)
C (-0.00130, -1.64046, -1.58420)
C (-0.71637, -0.36542, -1.52697)
O (-0.90574, 0.19966, -0.45583)
C (-1.16018, 0.17451, -2.75799)
C (-0.92275, -0.50696, -3.89402)
N (-0.24901, -1.68910, -3.97780)
C (-0.12870, -2.22643, -5.33397)
C (1.12749, -2.76304, -5.94351)
C (-0.07182, -3.66591, -5.72770)
C (0.26102, -2.25995, -2.81753)
C (1.07190, -3.41154, -2.81318)
C (1.53457, -3.96374, -1.64054)
N (2.33091, -5.12175, -1.66065)
C (3.41603, -5.35297, -0.73058)
C (4.67050, -5.74265, -1.49729)
N (4.35453, -6.95010, -2.35842)
C (3.20860, -6.67889, -3.31031)
C (2.00895, -6.26946, -2.47366)
C (-1.88041, 1.50373, -2.76495)
O (-2.72642, 1.69095, -3.62355)
O (-1.44073, 2.29874, -1.84502)
H (0.22487, -1.71334, 0.54199)
H (-1.30103, -0.11356, -4.82965)
H (-0.72452, -1.62360, -5.99800)
H (1.99543, -2.88087, -5.30952)
H (1.36445, -2.44809, -6.95071)
H (-0.04198, -4.43399, -4.97054)
H (-0.65945, -3.94281, -6.59230)
H (1.38915, -3.87216, -3.73359)
H (3.16748, -6.15079, -0.01551)
H (3.63259, -4.46159, -0.15239)
H (5.49372, -6.01055, -0.83815)
H (4.97922, -4.94747, -2.17179)
H (4.08492, -7.71909, -1.74230)
H (5.18123, -7.25522, -2.86778)
H (3.03626, -7.57820, -3.89800)
H (3.52598, -5.86552, -3.95879)
H (1.72307, -7.12052, -1.83524)
H (1.16451, -6.06283, -3.12498)

The value obtained for the HOMO-LUMO gap (spin up / spin down) is 3.38 / 2.97 eV. Its net charge is +1. The HOMO energy (spin up / spin down) is -6.855 / -6.445 eV. As for the spin multiplicity: 1.



Values of energy relative to the best compared isomer or geometry (same formula, charge and spin), in order: 0.0, 102.2, all in kcal per mole.